<one>
Molecular formula: C7H16NOS
Method: DFT, ωB97M-V/def2-TZVPD

Summary:
net charge	+1
multiplicity	1
LUMO level (alpha / beta)	-5.0 / -5.0	eV
orbital gap (alpha / beta)	8.2 / 8.2	eV

Each line ends with the natural charge from an NBO analysis.
Geometry (Å):
1 C -0.965 0.181 1.082  0.214
2 C 1.075 0.990 1.920  -0.586
3 C 0.946 -2.653 -2.006  -0.422
4 C -1.626 0.185 -0.176  -0.611
5 C -0.200 1.486 1.262  -0.324
6 C -1.361 1.629 -0.745  -0.377
7 C -0.024 2.030 -0.154  -0.405
8 N 0.839 -1.268 -1.427  -0.348
9 O 1.115 -1.241 -0.018  -0.618
10 S -1.275 -0.846 2.314  0.405
11 H 1.604 0.250 1.327  0.234
12 H 1.673 1.747 2.262  0.233
13 H 0.728 0.355 2.755  0.196
14 H 0.363 -3.269 -1.467  0.205
15 H 2.060 -2.982 -2.077  0.186
16 H 0.637 -2.510 -3.058  0.227
17 H -2.684 -0.225 -0.030  0.279
18 H -1.153 -0.557 -0.935  0.350
19 H -0.727 2.094 1.949  0.265
20 H 1.493 -0.530 -1.939  0.357
21 H -1.491 1.703 -1.816  0.242
22 H -2.086 2.322 -0.223  0.210
23 H 0.063 3.161 -0.129  0.260
24 H 0.803 1.373 -0.523  0.217
25 H 2.069 -1.632 0.146  0.474
26 H -1.877 -1.796 1.708  0.137

<two>
Molecular formula: C7H16NOS
Method: DFT, ωB97M-V/def2-TZVPD

Summary:
net charge	+1
multiplicity	1
LUMO level (alpha / beta)	-5.0 / -5.0	eV
orbital gap (alpha / beta)	7.9 / 7.9	eV

Each line ends with the natural charge from an NBO analysis.
Geometry (Å):
1 C -2.948 0.656 1.349  -0.423
2 C -2.461 0.222 0.216  0.225
3 C 1.979 1.159 -0.046  -0.629
4 C 1.160 -0.268 1.820  -0.640
5 C 1.658 -1.644 -0.940  -0.637
6 C 0.780 0.275 0.457  -0.310
7 C 0.462 -0.757 -0.574  0.228
8 N -2.503 0.452 -1.138  -0.815
9 O -0.107 -0.111 -1.770  -0.770
10 S -0.896 -1.799 0.207  0.082
11 H -2.879 0.277 2.277  0.258
12 H -3.868 1.416 1.335  0.242
13 H 2.246 1.971 0.673  0.244
14 H 1.704 1.743 -0.985  0.191
15 H 2.995 0.667 -0.248  0.224
16 H 0.919 0.283 2.646  0.236
17 H 0.828 -1.207 2.085  0.231
18 H 2.189 -0.457 2.003  0.225
19 H 2.280 -0.978 -1.543  0.220
20 H 1.310 -2.437 -1.507  0.234
21 H 2.073 -1.911 -0.066  0.234
22 H 0.058 1.010 0.432  0.214
23 H -1.457 0.380 -1.600  0.506
24 H -3.184 1.204 -1.375  0.442
25 H -3.000 -0.454 -1.454  0.464
26 H 0.665 0.306 -2.254  0.522

Unit: hartree. Relative energies: <one> 0.0000; <two> 0.0308.